# C17H15NO3

C17H15NO3 in the gas phase (ωB97M-V/def2-TZVPD, OMol25).

XYZ file:
```
36
Properties=species:S:1:pos:R:3:forces:R:3
C 5.5572 -1.9637 -1.1926 0.2 -0.2 0.2
C 4.9374 -1.7307 0.1654 0.2 -0.1 -0.2
O 5.3193 -2.3337 1.1451 0.0 0.0 0.0
C 3.8424 -0.7370 0.2476 -0.3 0.3 0.2
C 3.4003 0.0191 -0.8347 0.2 -0.3 0.3
C 2.3710 0.9308 -0.6963 -0.4 0.4 0.0
C 1.7453 1.1024 0.5362 0.3 -0.3 0.1
C 2.1935 0.3553 1.6308 -0.1 0.2 -0.1
C 3.2216 -0.5435 1.4861 0.1 0.0 -0.2
H 3.5684 -1.1258 2.3265 0.0 0.0 0.1
H 1.7103 0.5052 2.5833 -0.1 0.0 0.1
O 0.7429 1.9766 0.8072 0.1 -0.1 0.1
C -0.0404 2.5519 -0.2148 -0.6 0.0 -0.2
C -1.5109 2.2149 0.0396 0.4 0.4 0.0
O -1.6985 0.8696 -0.3450 0.0 -0.2 0.0
C -2.9003 0.2790 -0.1368 -0.1 -0.2 0.0
C -2.9783 -1.0722 -0.4913 0.1 0.2 0.0
C -4.1518 -1.7704 -0.3330 -0.1 0.1 0.1
C -5.2799 -1.1286 0.1864 0.7 0.5 -0.1
C -5.2042 0.2165 0.5410 0.0 -0.3 -0.1
C -4.0247 0.9179 0.3814 0.3 0.2 0.0
H -3.9928 1.9591 0.6608 0.0 0.1 0.0
H -6.0758 0.7124 0.9420 0.0 0.0 0.0
C -6.4899 -1.8374 0.3493 -0.5 -0.3 0.1
N -7.4745 -2.4106 0.4806 -0.3 -0.2 0.0
H -4.2088 -2.8132 -0.6066 0.0 -0.1 0.0
H -2.0954 -1.5476 -0.8880 0.1 -0.1 0.0
H -2.1503 2.8805 -0.5556 0.0 -0.1 0.1
H -1.7311 2.3485 1.1056 0.0 0.0 -0.1
H 0.2284 2.1755 -1.2034 0.0 0.1 0.1
H 0.0969 3.6389 -0.1858 0.0 -0.1 0.0
H 2.0782 1.5103 -1.5586 0.0 0.0 0.0
H 3.8620 -0.0864 -1.8040 0.1 0.0 -0.1
H 6.0132 -1.0460 -1.5574 0.0 0.1 -0.1
H 6.3207 -2.7328 -1.1084 0.0 0.0 0.0
H 4.7986 -2.2850 -1.9027 -0.1 0.0 -0.1
```
Forces are in eV/Å.

## Properties
HOMO level = -0.3297 hartree
Orbital gap = 9.3948 eV
Strongest force on any atom = 0.0168 hartree/bohr
Charge = 0
LUMO level = 0.42 eV
Relative energy (zero: lowest compared OMol25 entry of this formula, charge and spin) = 50.5 kcal/mol

---

# C12H20P

2 unconnected molecules or ions with the total composition C12H20P at a distorted geometry (ωB97M-V/def2-TZVPD, OMol25).

XYZ file:
```
33
Properties=species:S:1:pos:R:3:forces:R:3
C -0.5912 -2.2701 -1.2980 -0.4 -0.5 1.1
C 3.6005 0.2858 -0.3095 0.8 -0.6 0.6
C -1.1198 2.7657 -0.2006 -1.3 0.3 2.7
C -1.6755 -1.1846 1.7409 -1.2 0.2 1.4
C -0.9432 -0.9854 -1.3170 2.4 -1.8 2.2
C 2.8248 0.0256 0.6773 -1.2 0.7 -2.0
C -0.8835 1.6341 -0.9011 0.6 2.6 2.2
C -1.0820 -0.0224 1.4288 -0.7 0.5 2.0
C -0.9641 -3.4640 -2.1509 -0.8 3.5 -0.7
C 5.1076 0.3690 -0.2589 -2.5 -1.7 3.9
C -1.5561 4.1533 -0.6308 -0.2 -3.9 -3.7
C -2.3814 -1.3460 3.0333 -1.7 -0.4 0.5
P -0.2636 0.1805 -0.1051 0.5 -0.2 -1.6
H 0.0454 -2.4328 -0.4661 0.7 -1.0 0.8
H 3.3335 0.2126 -1.3101 -1.4 0.1 -1.7
H -1.1696 2.7511 0.9372 0.5 -0.5 -1.3
H -1.8827 -2.0934 1.2069 0.8 0.1 -1.3
H -1.3406 -0.5960 -2.1467 -2.1 1.8 -2.8
H 2.3922 0.2309 1.5882 -0.5 -0.1 1.8
H -0.7951 1.8009 -1.9295 0.0 -0.5 -1.7
H -1.1198 0.8119 2.2668 0.3 -1.7 -2.0
H -0.4359 -3.1858 -3.0570 -0.1 -0.8 -0.7
H -2.0435 -3.4334 -2.3406 0.3 -0.2 -0.1
H -0.6694 -4.3798 -1.7683 0.7 -1.6 0.7
H 5.4378 -0.2321 -0.9948 1.3 -2.3 -2.5
H 5.3076 -0.1099 0.7230 1.1 1.2 -0.6
H 5.3710 1.3145 -0.5229 1.2 2.9 0.1
H -0.7093 4.7193 -0.7014 2.6 1.6 -0.7
H -2.1170 4.7064 0.0136 -2.2 0.8 2.0
H -2.0228 4.0228 -1.6555 0.4 0.7 1.1
H -2.3490 -0.4895 3.6455 -0.8 1.8 0.2
H -1.8915 -1.9187 3.7601 1.4 -1.9 0.5
H -3.4137 -1.8404 3.0430 1.3 1.0 -0.6
```
Forces are in eV/Å.

## Properties
HOMO level (alpha / beta) = -0.4190 / -0.4310 hartree
Orbital gap (alpha / beta) = 5.7165 / 7.5416 eV
Strongest force on any atom = 0.1047 hartree/bohr
Charge = +1
LUMO level (alpha / beta) = -5.69 / -4.19 eV
Relative energy (zero: lowest compared OMol25 entry of this formula, charge and spin) = 126.2 kcal/mol

---

# C36H21BrF4MnN9PSe

A molecular structure, C36H21BrF4MnN9PSe at a distorted geometry (ωB97M-V/def2-TZVPD, OMol25).

XYZ file:
```
74
Properties=species:S:1:pos:R:3:forces:R:3
Mn -0.2798 0.2517 1.0461 -0.8 -0.5 0.2
Se 5.0185 0.3618 6.6078 -0.3 0.0 -0.4
N 3.2698 0.3454 6.6323 -1.2 0.0 0.4
C 2.7974 0.3212 5.4033 1.4 0.0 0.2
C 1.4097 0.3133 5.0455 -0.7 0.0 -0.6
C 0.3771 0.3141 5.9931 -0.1 0.0 -0.3
C -0.9262 0.3059 5.5470 0.2 0.0 -0.1
C -1.1662 0.2950 4.1754 -0.4 0.0 0.0
N -0.2106 0.2870 3.2546 0.3 0.1 -0.6
C 1.0753 0.2985 3.6725 0.0 0.0 0.9
C 2.0920 0.2800 2.6474 0.9 0.0 0.3
N 1.6875 0.2558 1.3495 1.0 0.1 0.0
C 2.6306 0.2435 0.4064 0.2 0.0 -0.4
C 3.9959 0.2443 0.6705 -0.1 0.0 0.2
C 4.4254 0.2549 1.9811 -0.4 0.0 -0.1
C 3.4622 0.2784 2.9950 -0.5 0.0 -0.6
C 3.8145 0.3066 4.3861 0.2 0.0 1.4
N 5.0448 0.3237 4.8536 0.4 0.0 -1.1
H 0.6227 0.3164 7.0434 0.0 0.0 0.1
H -1.7558 0.3100 6.2361 -0.1 0.0 0.0
H -2.1869 0.2884 3.8227 -0.1 0.0 -0.1
H 2.2933 0.2257 -0.6229 0.0 0.0 0.1
H 4.6965 0.2417 -0.1491 0.0 0.0 -0.1
H 5.4701 0.2457 2.2531 0.1 0.0 0.0
F -0.4077 6.2684 -3.3517 0.0 -0.2 0.0
C -0.4164 5.0093 -2.9886 0.0 -0.3 0.0
C -0.3933 3.9877 -3.9452 0.0 0.0 0.3
F -0.3664 4.2776 -5.2269 0.0 0.0 0.2
C -0.3951 2.6567 -3.5247 0.0 -0.1 0.2
F -0.3544 1.6839 -4.4294 0.0 0.3 -0.2
C -0.4181 2.2980 -2.1747 0.0 -0.1 0.6
P -0.4365 0.5103 -1.7069 0.2 0.5 -1.8
C -1.8885 -0.1125 -2.6376 0.1 -0.2 0.9
C -3.1540 0.0984 -2.0781 0.1 0.0 0.1
C -4.2859 -0.4023 -2.6920 0.0 0.0 0.0
C -4.1666 -1.1060 -3.8843 0.1 0.0 0.1
C -2.9180 -1.2701 -4.4670 0.0 0.0 -0.1
C -1.7742 -0.7948 -3.8497 0.1 0.0 0.1
C 1.0206 -0.1716 -2.5585 -0.4 -0.1 0.7
C 2.1075 0.6143 -2.9511 -0.1 0.0 0.0
C 3.2140 0.0149 -3.5267 -0.1 0.1 0.0
C 3.2365 -1.3577 -3.7359 -0.1 0.1 0.0
C 2.1655 -2.1441 -3.3337 -0.1 -0.1 0.1
C 1.0759 -1.5620 -2.7122 0.0 0.0 0.1
C -0.4500 3.3351 -1.2446 0.0 0.0 -0.1
Br -0.4931 2.9897 0.6421 0.0 0.4 -0.2
C -0.4473 4.6700 -1.6325 0.0 -0.4 0.2
F -0.4720 5.6100 -0.7056 0.0 0.2 -0.2
H -3.2408 0.6643 -1.1588 -0.1 0.0 0.0
H -5.2586 -0.2619 -2.2456 -0.1 0.1 0.0
H -5.0446 -1.5250 -4.3520 -0.1 0.0 -0.1
H -2.8287 -1.7763 -5.4144 0.0 -0.1 -0.1
H -0.8101 -0.9267 -4.3189 -0.1 0.0 0.0
H 2.0784 1.6859 -2.8264 0.1 0.1 0.0
H 4.0563 0.6198 -3.8209 0.1 0.1 -0.1
H 4.0871 -1.8111 -4.2165 0.1 -0.1 -0.1
H 2.1838 -3.2093 -3.5078 0.0 -0.1 0.0
H 0.2474 -2.1702 -2.3736 0.0 -0.1 0.0
N -4.4500 -0.1679 1.4485 0.6 0.9 0.0
C -3.4139 0.6720 1.3732 -0.1 0.2 0.1
N -2.3040 -0.0285 1.1604 -0.6 -0.2 0.0
C -2.7485 -1.3347 1.1250 -0.4 0.7 0.1
N -4.0438 -1.4170 1.2944 0.2 -1.2 -0.1
C -1.8198 -2.4388 0.9885 0.2 -1.0 -0.1
C -2.2302 -3.7810 0.9855 -0.1 1.1 0.0
N -1.3407 -4.7415 0.9469 -0.1 -1.0 0.0
C -0.0619 -4.4444 0.8920 0.4 0.6 -0.1
C 0.3588 -3.1108 0.8390 0.1 -0.3 0.0
N -0.5183 -2.1158 0.9004 -0.4 0.5 0.0
H -5.4308 0.0372 1.6086 0.1 0.0 0.0
H -3.4769 1.7391 1.4871 -0.1 0.1 0.0
H -3.2763 -4.0504 1.0144 -0.1 0.0 0.0
H 0.6420 -5.2650 0.8841 0.1 0.0 0.0
H 1.4046 -2.8565 0.7524 0.1 0.1 0.0
```
Forces are in eV/Å.

## Properties
HOMO level (alpha / beta) = -0.5988 / -0.5989 hartree
Orbital gap (alpha / beta) = 4.4950 / 7.0624 eV
Strongest force on any atom = 0.0360 hartree/bohr
Charge = +3
LUMO level (alpha / beta) = -11.80 / -9.23 eV
Spin multiplicity = 5
Relative energy (zero: lowest compared OMol25 entry of this formula, charge and spin) = 9.2 kcal/mol